DFT (ωB97M-V with the def2-TZVPD basis set) results for the molecule C6H7FO at a distorted geometry.

Calculated values
Highest occupied orbital energy ... -9.3 eV
SMILES ... C=C[C@@H]1O[C@@H]1/C=C\F
ΔE to the lowest compared entry with this formula, charge and spin ... 2.397 eV
LUMO energy ... 1.06 eV
Kohn-Sham gap ... 10.40 eV

```
! RIJCOSX wB97M-V def2-TZVPD def2/J DEFGRID3
* xyz 0 1
H 1.378 -1.755 1.071
C -0.223 -0.712 0.013
C 1.188 -0.870 0.453
O 0.764 -1.100 -0.902
H -1.005 -1.456 0.194
C 2.055 0.262 0.725
C -0.834 0.601 -0.172
C -2.125 0.800 -0.104
H 2.400 0.839 -1.325
H -0.283 1.494 -0.455
H 2.327 0.502 1.767
H -2.696 1.717 -0.236
F -3.055 -0.105 0.266
C 2.593 1.019 -0.263
H 3.334 1.811 -0.115
*
```